Formula: C20H25ClN2O3
Source: OMol25
Level of theory: the ωB97M-V functional and the def2-TZVPD basis

Geometry as XYZ:
```
51
Properties=species:S:1:pos:R:3:nbo_charge:R:1
Cl 1.73754 1.15061 4.11326 0.01
O 3.39366 1.25896 -1.88792 -0.45
O 3.44641 -1.12051 -0.34818 -0.60
O 1.53408 -3.01672 -0.05101 -0.49
N -1.90103 1.38741 0.73696 -0.38
N -2.26174 0.52926 -2.25705 -0.46
C 0.13394 -1.51133 -1.76261 -0.22
C 3.43045 -1.06803 1.29963 -0.25
C 2.18271 -0.94845 -1.10213 0.15
C 0.45497 -4.02341 -0.13482 -0.21
C 1.19842 0.22362 -2.49218 -0.10
C -1.76637 2.21656 -1.84492 -0.13
C 0.06035 1.17464 3.62723 -0.03
C -1.41773 -0.08358 -3.14010 -0.20
C 4.45110 0.94125 -1.32860 -0.17
C -1.03439 0.82711 4.57416 -0.27
C 0.02461 -0.31221 -2.49487 -0.14
C -2.27432 0.62713 4.29846 -0.19
C -2.60536 0.76552 2.89770 -0.32
C -2.78664 -0.23987 -1.00422 -0.23
C -3.24379 0.74979 0.00712 -0.22
C 1.27484 -1.83304 -0.89457 0.23
C 2.34573 0.10962 -1.77572 0.19
C -1.83693 1.24263 1.88017 0.21
C -0.40467 1.27459 2.35321 -0.29
C -1.11005 1.87858 -0.26651 -0.22
H -3.00918 0.64644 4.96242 0.21
H 0.55318 1.51240 1.68257 0.22
H -0.76607 -2.47227 -1.82112 0.19
H 4.39674 1.19356 -0.17030 0.12
H -0.85633 0.59913 5.59279 0.20
H -2.46105 2.65705 -1.54183 0.16
H 4.26551 -1.48950 1.62780 0.19
H -1.97895 -0.89578 -0.80929 0.22
H -0.67723 2.86332 0.15467 0.21
H -0.88406 2.32897 -2.21794 0.21
H 0.83034 -4.64543 0.45392 0.18
H -1.13433 0.50597 -4.09959 0.20
H 0.09909 -4.24068 -1.11939 0.19
H 4.96031 0.07904 -1.55096 0.18
H -0.20448 1.17939 -0.51378 0.19
H 2.94658 -0.05864 1.50546 0.21
H -3.77527 0.61316 2.70908 0.18
H 1.02693 1.36894 -3.13638 0.15
H -3.76993 0.01314 0.63162 0.24
H -1.91952 -0.81723 -3.44900 0.20
H 4.94217 1.88929 -1.75012 0.17
H 2.46245 -1.94393 1.52219 0.20
H -3.69437 -0.90113 -1.65272 0.21
H -0.57591 -3.64382 0.23966 0.16
H -3.80240 1.45849 -0.25225 0.19
```

## Properties
Charge ... 0
SMILES ... COc1cc(CN2CCN(c3cccc(Cl)c3)CC2)cc(OC)c1OC
LUMO ... 0.5 eV
HOMO-LUMO gap ... 7.943 eV
Electronic energy ... -1571.7121 Ha